A 5-piece molecular cluster, C16H19Cl12NO4S2 overall at a distorted geometry, computed with wB97M-V/def2-TZVPD.

Results
HOMO level	-0.3089	Ha
E_LUMO	-0.0380	Eh
largest force on an atom	2.7	eV Å⁻¹
SMILES	O=C1C=C(CCCSC(=S)N2CCOCC2)C(=O)O1.ClC(Cl)Cl.ClC(Cl)Cl.ClC(Cl)Cl.ClC(Cl)Cl
molar mass	778.90	Da
Kohn-Sham gap	7.4	eV
total energy	-198517.801	eV

CARTESIAN COORDINATES (ANGSTROEM)
O: 2.94 -2.56 1.20
C: 3.36 -1.84 0.34
C: 3.75 -0.40 0.57
C: 3.90 0.11 -0.64
C: 4.26 1.50 -1.06
C: 4.05 2.53 0.04
C: 2.59 2.89 0.37
S: 1.53 3.27 -1.07
C: 0.30 1.93 -0.99
S: 0.64 0.54 -1.73
N: -0.88 2.20 -0.25
C: -1.03 1.32 0.92
C: -1.78 0.02 0.65
O: -3.00 0.24 -0.06
C: -2.75 0.89 -1.30
C: -2.09 2.25 -1.09
C: 3.64 -0.95 -1.67
O: 3.49 -0.85 -2.86
O: 3.57 -2.16 -0.97
H: 3.88 0.07 1.52
H: 5.30 1.52 -1.40
H: 3.67 1.72 -1.95
H: 4.46 2.10 0.96
H: 4.60 3.45 -0.14
H: 2.09 2.14 0.98
H: 2.60 3.80 0.97
H: -1.51 1.85 1.74
H: -0.04 1.05 1.27
H: -1.17 -0.70 0.12
H: -2.08 -0.38 1.61
H: -2.18 0.27 -2.00
H: -3.72 1.08 -1.76
H: -2.79 2.94 -0.64
H: -1.78 2.63 -2.06
C: -2.44 -4.40 0.71
Cl: -2.62 -2.68 0.34
Cl: -0.81 -4.73 1.32
Cl: -3.66 -4.92 1.87
H: -2.58 -4.96 -0.20
C: 6.26 4.38 -3.10
Cl: 7.02 2.87 -2.57
Cl: 4.52 4.17 -3.19
Cl: 6.68 5.70 -2.01
H: 6.63 4.62 -4.09
C: -5.32 1.46 1.63
Cl: -6.50 2.67 1.14
Cl: -4.03 2.20 2.59
Cl: -6.09 0.16 2.53
H: -4.86 1.04 0.75
C: -5.89 -8.43 2.55
Cl: -6.24 -6.80 3.13
Cl: -6.82 -9.63 3.44
Cl: -6.22 -8.55 0.82
H: -4.84 -8.63 2.71